Entry from the OMol25 dataset: a 7-piece molecular cluster, C16H53NO21P5 overall in a non-equilibrium geometry (ωB97M-V with the def2-TZVPD basis set).

Largest force on an atom   4.235 eV/Å
ΔE to the lowest compared entry with this formula, charge and spin   122.67 kcal/mol
Molar mass   750.5 g/mol

Structure (ORCA input):
```
! RIJCOSX wB97M-V def2-TZVPD def2/J DEFGRID3
* xyz 1 1
N -0.73187 0.66426 1.46308
H -1.33612 0.34135 2.20517
H 0.21127 0.85653 1.76905
H -1.14157 1.45036 0.97905
H -0.66984 -0.04531 0.74701
C -3.08170 -3.79241 -4.69962
O -2.90842 -2.67207 -5.52853
P -1.75440 -1.59128 -5.12444
O -1.71840 -1.23925 -3.68961
O -0.35340 -2.22341 -5.63096
C 0.36498 -3.17010 -4.82537
O -2.00183 -0.29072 -6.06876
C -3.23257 0.37822 -5.95314
H -2.22014 -3.95466 -4.05194
H -3.14884 -4.73225 -5.24760
H -4.04327 -3.72486 -4.19079
H 0.21143 -3.01618 -3.75727
H 1.44876 -3.21802 -4.93127
H 0.04396 -4.16918 -5.12013
H -3.76604 0.18825 -6.88449
H -2.98478 1.43476 -5.85105
H -3.80041 0.16836 -5.04671
C 2.63015 9.53880 -5.63403
O 1.35550 8.91434 -5.70918
P 0.49384 8.57785 -4.40835
O -0.71710 7.76938 -4.66906
O 1.57314 7.86319 -3.40237
C 1.99742 6.55848 -3.71116
O 0.23567 10.09927 -3.76415
C -0.34447 11.09060 -4.55219
H 3.27843 9.07695 -6.37869
H 3.06842 9.45737 -4.63935
H 2.60708 10.59878 -5.88705
H 1.23572 5.84414 -3.39871
H 2.98363 6.46132 -3.25723
H 2.15202 6.36163 -4.77203
H -1.32430 11.44765 -4.23512
H -0.44310 10.86980 -5.61503
H 0.41289 11.86932 -4.46219
C 6.42383 -0.77944 4.14422
O 6.87128 -0.63046 2.84055
P 6.34924 0.73368 2.14743
O 4.85681 0.77979 1.97779
O 7.05682 1.90574 3.04997
C 7.12255 3.25393 2.67617
O 7.25091 0.69725 0.80285
C 6.72751 0.49301 -0.53532
H 5.54210 -1.42018 4.15448
H 6.18415 0.18579 4.59030
H 7.18743 -1.14122 4.83279
H 6.86338 3.82838 3.56551
H 6.45994 3.42805 1.82838
H 8.06854 3.67063 2.33040
H 7.05104 1.24900 -1.25079
H 5.63832 0.45116 -0.53089
H 7.02185 -0.47178 -0.94842
C -8.49454 -3.08341 4.85682
O -7.33533 -2.20825 4.73061
P -5.79736 -2.78526 4.91740
O -4.81932 -1.79002 4.52101
O -5.61526 -3.47634 6.43009
C -5.66362 -2.59268 7.57966
O -5.82458 -4.10503 4.00605
C -6.16276 -4.15012 2.58476
H -8.28178 -4.07684 5.25169
H -9.01549 -3.26696 3.91712
H -9.17419 -2.55672 5.52672
H -6.29857 -1.72343 7.40836
H -4.67386 -2.14730 7.68025
H -5.94721 -3.00693 8.54717
H -7.05739 -4.73318 2.36619
H -5.31724 -4.71765 2.19605
H -6.23956 -3.16434 2.12603
C 1.42761 -8.97677 0.80428
O 1.01997 -7.61671 0.80574
P 1.46167 -6.51986 1.95116
O 1.07378 -5.15710 1.60553
O 3.04970 -6.74185 2.13608
C 3.88800 -6.22906 1.13756
O 0.77628 -6.99129 3.38097
C 0.75272 -6.13540 4.47875
H 1.88283 -9.24160 1.75860
H 2.14153 -9.07948 -0.01295
H 0.52493 -9.54036 0.56838
H 3.86992 -5.14045 1.08551
H 3.53520 -6.67569 0.20796
H 4.93119 -6.52507 1.24813
H 1.60023 -6.28412 5.14786
H -0.08383 -6.31292 5.15459
H 0.83266 -5.10620 4.12881
C -3.09125 6.07450 0.69518
O -2.89032 5.01774 -0.26150
H -4.10568 6.44088 0.53770
H -2.88434 5.76720 1.72030
H -2.36696 6.85536 0.46333
H -2.88519 5.42768 -1.12956
*
```


Entry from the OMol25 dataset: C16H55CaO23P3S as an isolated structure in a non-equilibrium geometry (ωB97M-V with the def2-TZVPD basis set).

Largest force on an atom   5.045 eV/Å
ΔE to the lowest compared entry with this formula, charge and spin   304.21 kcal/mol
Molar mass   780.7 g/mol

Structure (ORCA input):
```
! RIJCOSX wB97M-V def2-TZVPD def2/J DEFGRID3
* xyz 0 1
Ca -2.26308 -1.76765 -0.29294
S -0.15994 2.13131 -0.25828
O -1.47801 1.79982 0.26660
O 0.79718 2.60380 0.74220
O 0.21578 0.79660 -0.70232
O -0.29803 3.04374 -1.42628
C -1.79667 3.19951 -6.80638
O -2.37762 2.83818 -5.56960
H -2.44801 3.00583 -7.65863
H -1.49674 4.24739 -6.81609
H -0.90705 2.61417 -7.03889
H -1.87136 3.14112 -4.81229
C -4.81688 5.66317 -2.16182
O -3.67410 6.26919 -1.64443
H -4.96528 4.61894 -1.88674
H -5.67206 6.27278 -1.87001
H -4.79583 5.68834 -3.25133
H -2.93658 5.68577 -1.83751
C 5.10469 1.72481 -2.19562
O 4.76237 0.37493 -1.69528
H 4.50168 2.51150 -1.74218
H 6.17872 1.85919 -2.06720
H 4.82516 1.81828 -3.24502
H 3.81351 0.41591 -1.55537
C -4.58591 4.38387 3.85521
O -4.73918 3.14174 3.16273
H -5.47823 4.96069 4.09845
H -3.98007 4.40158 4.76115
H -4.06357 5.06762 3.18607
H -3.86598 2.89769 2.84718
C 1.49630 7.32742 2.71126
O 1.13176 6.32385 3.63260
H 1.70594 8.27498 3.20755
H 2.34244 6.98271 2.11686
H 0.62028 7.55647 2.10445
H 0.97847 5.58026 3.04509
C 5.62133 3.93574 3.13293
O 4.86107 2.76150 3.26911
H 5.65995 4.16566 2.06816
H 5.21283 4.80140 3.65433
H 6.64557 3.76686 3.46540
H 4.04463 2.92050 2.78981
C 2.19550 7.56850 -3.13760
O 1.85364 6.62837 -4.12298
H 2.72410 8.39936 -3.60487
H 1.31966 7.96153 -2.62132
H 2.92210 7.16094 -2.43471
H 1.44525 5.86420 -3.70964
C 3.75005 -3.91307 2.88779
O 3.19054 -5.18458 2.74641
P 2.19306 -5.64595 1.57371
O 1.19282 -4.63332 1.11270
O 3.18834 -6.20625 0.43298
C 3.72455 -5.28009 -0.49651
O 1.53284 -6.96144 2.21031
C 2.21325 -8.13025 2.75400
H 3.39913 -3.54725 3.85274
H 3.42272 -3.24383 2.09213
H 4.83950 -3.91684 2.92227
H 3.72325 -5.63744 -1.52627
H 4.74200 -5.05674 -0.17553
H 3.13955 -4.36068 -0.52015
H 2.00940 -8.88762 1.99707
H 1.83533 -8.43182 3.73089
H 3.28702 -7.95167 2.69718
C 1.07373 -2.42286 -6.21204
O 0.83078 -3.78493 -5.76845
P -0.70900 -4.15542 -5.42768
O -1.15404 -3.71265 -4.08362
O -0.62191 -5.73708 -5.67379
C -0.21314 -6.62735 -4.64244
O -1.62664 -3.59879 -6.67031
C -3.00542 -3.75746 -6.62397
H 0.92331 -1.71953 -5.39301
H 0.55935 -2.08937 -7.11331
H 2.11009 -2.39516 -6.54864
H -0.92368 -7.43832 -4.48258
H -0.11708 -6.10021 -3.69323
H 0.78022 -6.98842 -4.90884
H -3.38388 -4.28262 -5.74699
H -3.32631 -4.31536 -7.50367
H -3.37076 -2.73052 -6.62743
C -1.34331 -0.11782 5.70338
O -2.60740 -0.64427 6.20006
P -3.18515 -2.01668 5.54757
O -3.11176 -2.01491 4.05447
O -4.62054 -2.23275 6.22383
C -5.66840 -1.38221 5.79010
O -2.29012 -3.20236 6.24746
C -2.42379 -4.60134 5.88717
H -0.88324 -0.71774 4.91819
H -0.62305 -0.14466 6.52106
H -1.48577 0.88058 5.28986
H -5.62515 -0.41430 6.28947
H -6.65018 -1.78977 6.03111
H -5.61925 -1.14854 4.72657
H -3.04153 -5.13863 6.60677
H -1.46530 -5.11818 5.93489
H -2.87496 -4.74168 4.90490
*
```


Entry from the OMol25 dataset: a 13-piece molecular cluster, C16H58N6O13 overall in a non-equilibrium geometry (ωB97M-V with the def2-TZVPD basis set).

Largest force on an atom   8.314 eV/Å
ΔE to the lowest compared entry with this formula, charge and spin   61.09 kcal/mol
Molar mass   542.7 g/mol

Structure (ORCA input):
```
! RIJCOSX wB97M-V def2-TZVPD def2/J DEFGRID3
* xyz 0 1
C 2.15546 -3.05498 4.67172
C 2.44697 -2.42849 3.26268
O 1.83514 -1.18001 3.27163
H 2.55374 -2.51189 5.52340
H 2.74697 -3.97370 4.77173
H 1.08583 -3.25483 4.81057
H 2.06798 -3.04391 2.47375
H 3.43962 -2.29322 3.02821
H 1.55216 -1.04629 2.33864
C -1.30103 -2.82581 -4.02473
C -0.55560 -2.10117 -2.90301
O -0.91200 -2.46976 -1.54309
H -1.00331 -2.43923 -5.01344
H -2.39678 -2.67729 -3.87813
H -1.13323 -3.96257 -3.99362
H -0.97254 -1.08083 -2.90426
H 0.46023 -2.10801 -3.10602
H -0.95350 -1.63290 -1.03286
C 2.80066 3.51672 -1.81644
C 3.30239 2.67550 -0.62739
O 3.17174 1.30051 -0.94952
H 2.95374 4.57893 -1.70454
H 1.77705 3.36347 -1.95113
H 3.24822 3.19283 -2.73647
H 2.63909 2.89754 0.24150
H 4.31479 2.99256 -0.33802
H 3.84674 1.05727 -1.63853
C -3.97026 1.76508 0.67117
O -2.94420 2.78649 0.76987
N -4.27607 0.92971 1.58238
N -4.75184 1.74092 -0.33790
H -3.67480 1.00067 2.40979
H -4.97960 0.15917 1.42302
H -4.58873 2.54912 -0.95524
H -5.49848 1.08887 -0.58523
C -1.80237 2.14232 -2.50543
O -1.09274 2.22636 -3.67303
N -2.68891 1.21002 -2.25159
N -1.57987 2.91547 -1.48617
H -2.88391 0.67161 -3.11402
H -3.45728 1.37406 -1.52673
H -1.01864 3.73688 -1.51694
H -2.07310 2.85685 -0.59639
C 0.05661 0.18144 -0.03451
O 0.82571 -0.55915 0.83422
N 0.41371 1.14653 -0.77141
N -1.24171 -0.00183 -0.21302
H 1.43854 1.27144 -0.98420
H -0.25603 1.84127 -1.08966
H -1.88661 -0.46995 0.54392
H -1.72609 0.53812 -0.98374
C 3.61293 -1.77224 -0.18909
O 2.65777 -1.52904 -1.25843
H 4.21937 -2.69104 -0.33075
H 3.12593 -1.91461 0.77482
H 4.36784 -0.93262 -0.14748
H 2.23429 -0.68961 -1.05653
C 0.71420 -0.10544 -4.99822
O 1.09984 0.32459 -3.73443
H 1.28549 0.43193 -5.71558
H -0.30186 0.17217 -5.29775
H 0.89684 -1.17316 -5.11342
H 0.39258 0.87658 -3.38163
C 1.07090 2.38625 2.62063
O 0.24663 2.81953 1.56829
H 1.46138 1.37653 2.37415
H 0.56043 2.21987 3.63934
H 1.97194 3.02245 2.78493
H 0.51501 2.39334 0.74428
C -1.55926 0.60908 3.59810
O -2.19070 1.85744 3.37300
H -1.16041 0.28931 2.63112
H -2.24336 -0.19670 3.84068
H -0.84706 0.80399 4.36618
H -1.56928 2.27931 2.77584
C -1.17531 -2.66715 2.20675
O -2.18880 -1.98280 1.51825
H -1.67893 -3.48505 2.76667
H -0.69415 -1.96799 2.90111
H -0.45051 -3.03543 1.55534
H -2.52372 -2.61292 0.84934
C 4.23695 0.88546 2.19911
O 5.45911 0.18749 2.29843
H 4.32181 1.92659 1.79871
H 3.82706 0.92296 3.15971
H 3.54797 0.37213 1.55480
H 5.25085 -0.69128 2.03631
C -4.11437 -1.85528 -1.44743
O -3.83343 -3.06873 -0.74504
H -4.54005 -2.17102 -2.43516
H -3.23252 -1.24510 -1.66898
H -4.80806 -1.23089 -0.92929
H -3.47923 -3.73078 -1.32847
*
```


Entry from the OMol25 dataset: C16H8Br2Cl3NO2Sn as an isolated structure (ωB97M-V with the def2-TZVPD basis set).

Largest force on an atom   0.574 eV/Å
ΔE to the lowest compared entry with this formula, charge and spin   7.13 kcal/mol
Molar mass   631.1 g/mol

Structure (ORCA input):
```
! RIJCOSX wB97M-V def2-TZVPD def2/J DEFGRID3
* xyz 2 1
Sn -1.47718 -0.41923 -0.42264
C 1.48738 1.24542 -0.09227
C 1.75595 -0.06523 -0.76132
C 3.03234 -0.41524 -1.22013
C 3.23868 -1.62575 -1.83162
C 2.16312 -2.51742 -1.99325
C 2.24955 -3.81365 -2.62440
Br 3.85917 -4.40722 -3.29393
C 1.13494 -4.63057 -2.74457
C -0.10170 -4.23291 -2.26274
Br -1.57857 -5.31782 -2.42463
C -0.25348 -2.95929 -1.62591
O -1.35222 -2.53332 -1.17293
C 0.92515 -2.11280 -1.50851
N 0.73163 -0.91192 -0.90999
H 2.38000 1.86474 -0.06308
H 1.15698 1.08689 0.93705
H 0.71623 1.80803 -0.62625
H 3.84862 0.28039 -1.08765
H 4.22285 -1.89564 -2.19078
H 1.23358 -5.59478 -3.22396
Cl -3.07240 4.41871 5.30988
C -2.73190 3.70811 3.81717
C -2.23021 2.37986 3.80319
C -1.96097 1.81076 2.60569
Cl -1.33471 0.18234 2.55064
C -2.16806 2.48174 1.34284
O -1.94261 1.93086 0.24511
C -2.67263 3.84675 1.43084
Cl -2.91461 4.67842 -0.02406
C -2.94469 4.43083 2.63835
H -2.07591 1.85727 4.73672
H -3.32435 5.44170 2.68712
*
```